No. 1
This record from OMol25 describes a structure of composition C18H31Cl3N5OPmSe2Si. The level of theory is the ωB97M-V functional and the def2-TZVPD basis.

## Properties
⟨S²⟩: 6.01
ΔE to the lowest compared entry with this formula, charge and spin, eV: 0.000
HOMO energy (spin up / spin down), eV: -13.776 / -13.734
Gap between HOMO and LUMO (spin up / spin down), eV: 7.044 / 7.002

Geometry as ORCA input:
```
! RIJCOSX wB97M-V def2-TZVPD def2/J DEFGRID3
* xyz 2 5
Pm 0.288 0.409 0.137
N -2.346 0.473 0.472
C -2.651 0.734 1.904
C -2.035 -0.326 2.776
N -0.565 -0.478 2.569
C 0.258 0.045 3.690
C 0.649 1.473 3.452
N 1.500 1.542 2.236
H -2.601 1.296 -0.073
H -2.944 -0.267 0.117
H -3.728 0.770 2.067
H -2.266 1.721 2.152
H -2.496 -1.296 2.578
H -2.253 -0.107 3.823
H -0.373 -1.470 2.498
H 1.150 -0.578 3.746
H -0.257 -0.067 4.646
H 1.161 1.878 4.325
H -0.225 2.103 3.282
H 2.442 1.237 2.467
H 1.588 2.512 1.944
Se 2.386 -2.519 -0.815
Se 2.728 -1.396 1.278
C 3.637 0.056 0.418
C 5.006 0.179 0.530
C 5.618 1.243 -0.132
C 4.850 2.117 -0.873
C 3.479 1.916 -0.928
N 2.876 0.910 -0.287
C 0.647 -3.167 -0.370
C 0.427 -4.524 -0.523
C -0.839 -5.022 -0.245
C -1.822 -4.155 0.195
C -1.506 -2.817 0.329
N -0.302 -2.306 0.043
H 5.575 -0.540 1.103
H 6.692 1.374 -0.070
H 5.286 2.950 -1.408
H 2.848 2.591 -1.492
H 1.229 -5.175 -0.842
H -1.045 -6.079 -0.366
H -2.819 -4.499 0.437
H -2.257 -2.120 0.667
Cl 0.927 4.366 -2.042
Si -0.195 2.701 -1.577
Cl -2.084 3.064 -2.336
Cl -0.582 3.057 0.618
C -1.844 -0.789 -2.546
C -0.509 -1.199 -3.086
O 0.550 -0.459 -2.448
C 1.633 -0.156 -3.353
C 1.321 1.015 -4.243
H -2.640 -1.387 -2.995
H -2.054 0.260 -2.751
H -1.914 -0.965 -1.474
H -0.463 -1.017 -4.160
H -0.315 -2.266 -2.938
H 1.848 -1.061 -3.927
H 2.503 0.029 -2.724
H 0.313 0.960 -4.662
H 2.014 1.035 -5.088
H 1.431 1.968 -3.720
*
```


No. 2
This record from OMol25 describes a structure of composition C18H31Cl8Mg2O10. The level of theory is the ωB97M-V functional and the def2-TZVPD basis.

## Properties
ΔE to the lowest compared entry with this formula, charge and spin, eV: 0.000
HOMO energy, eV: -5.677
Gap between HOMO and LUMO, eV: 7.731

Geometry as ORCA input:
```
! RIJCOSX wB97M-V def2-TZVPD def2/J DEFGRID3
* xyz -1 1
Mg -12.359 -2.289 19.905
Mg -15.297 -3.882 18.849
C -9.021 -0.352 19.668
C -10.265 -1.210 19.741
O -10.706 -1.610 20.861
O -11.005 -1.349 18.718
H -8.480 -0.381 20.614
H -9.268 0.689 19.472
H -8.357 -0.694 18.872
C -15.788 -1.575 22.449
C -15.043 -2.110 21.249
O -13.807 -1.887 21.162
O -15.679 -2.877 20.485
H -16.823 -1.371 22.194
H -15.342 -0.636 22.787
H -15.679 -2.275 23.275
C -12.074 -6.512 19.713
C -12.767 -5.188 19.835
O -12.063 -4.172 20.102
O -14.008 -5.142 19.671
H -10.993 -6.399 19.749
H -12.357 -7.063 18.821
H -12.310 -7.151 20.570
C -17.974 -7.120 17.857
C -17.141 -5.927 17.445
O -17.098 -5.659 16.240
O -16.610 -5.212 18.386
H -18.887 -7.143 17.265
H -18.256 -7.085 18.912
H -17.430 -8.048 17.694
C -13.494 -1.509 16.115
C -14.177 -2.448 17.061
O -15.209 -3.077 16.784
O -13.780 -2.545 18.286
H -12.485 -1.827 15.864
H -13.473 -0.518 16.563
H -14.087 -1.477 15.203
Cl -14.536 -8.359 17.679
C -14.221 -9.967 18.373
C -15.389 -10.909 18.311
Cl -16.793 -10.385 19.258
H -13.924 -9.830 19.409
H -13.381 -10.382 17.820
H -15.120 -11.870 18.750
H -15.765 -11.062 17.300
Cl -11.545 -9.937 20.600
C -10.151 -9.235 21.456
C -10.473 -8.801 22.852
Cl -11.145 -10.118 23.848
H -9.724 -8.436 20.845
H -9.320 -9.943 21.435
H -11.073 -7.895 22.890
H -9.549 -8.532 23.366
Cl -7.830 -4.249 16.847
C -7.435 -4.281 18.605
C -8.325 -5.218 19.386
Cl -8.253 -6.911 18.871
H -7.430 -3.269 18.985
H -6.441 -4.730 18.588
H -9.362 -4.881 19.402
H -7.962 -5.172 20.415
Cl -15.379 -7.260 23.647
C -16.169 -6.175 22.480
C -16.844 -6.965 21.379
Cl -18.229 -7.940 21.952
H -15.410 -5.561 22.010
H -16.903 -5.561 22.997
H -16.079 -7.587 20.911
H -17.237 -6.338 20.582
*
```


No. 3
This record from OMol25 describes a structure of composition C18H31ClHfNO2P2. The level of theory is the ωB97M-V functional and the def2-TZVPD basis.

## Properties
ΔE to the lowest compared entry with this formula, charge and spin, eV: 3.236
HOMO energy (spin up / spin down), eV: -8.701 / -8.702
Gap between HOMO and LUMO (spin up / spin down), eV: 5.303 / 5.304

Geometry as ORCA input:
```
! RIJCOSX wB97M-V def2-TZVPD def2/J DEFGRID3
* xyz 1 1
C -1.201 -3.298 1.933
C -0.443 -2.240 1.422
N -0.966 -0.954 1.401
C -2.329 -0.852 1.583
C -3.095 -1.889 2.129
C -2.508 -3.119 2.361
C 0.963 -2.500 0.925
P 1.952 -1.001 0.380
Hf 0.475 0.914 0.915
P -2.108 1.518 0.051
C -3.030 0.438 1.209
C 1.651 1.744 -0.920
C 2.753 2.457 -0.447
C 3.295 3.465 -1.238
C 2.798 3.722 -2.514
C 1.770 2.928 -3.043
C 1.203 1.911 -2.250
O 0.257 -4.473 -2.337
O -2.005 -1.478 -2.613
H -0.739 -4.266 2.058
H -4.156 -1.719 2.351
H -3.067 -3.933 2.799
C 3.282 -1.232 1.603
C 2.726 -1.479 -1.209
H -4.038 0.248 0.783
H -3.198 1.054 2.111
H 0.999 -3.141 0.055
H 1.553 -3.103 1.647
C -2.739 3.125 0.424
C -2.924 1.128 -1.511
H 3.197 2.183 0.506
H 4.102 4.070 -0.845
H 3.216 4.517 -3.133
H 1.389 3.094 -4.060
H 0.420 1.262 -2.668
H -1.420 -1.566 -1.806
H -1.434 -1.485 -3.431
H -0.256 -3.677 -2.190
H -0.086 -5.061 -1.638
H -0.760 1.257 -0.479
H 3.673 -2.245 1.468
H 4.115 -0.527 1.521
H 2.892 -1.154 2.623
H 3.667 -1.992 -0.982
H 2.078 -2.157 -1.784
H 2.958 -0.605 -1.829
H -4.000 1.204 -1.361
H -2.601 1.825 -2.278
H -2.724 0.126 -1.875
H -3.820 3.163 0.222
H -2.594 3.379 1.474
H -2.259 3.891 -0.182
Cl 0.512 3.088 2.548
C 0.789 1.348 3.059
H 1.834 1.131 3.356
H -0.022 0.957 3.703
*
```


No. 4
This record from OMol25 describes the ion C18H31ClNO2 with charge +1. The level of theory is the ωB97M-V functional and the def2-TZVPD basis.

## Properties
SMILES: CCOc1c(Cl)cc(C[NH2+]C(C)(C)CC(C)(C)C)cc1OC
ΔE to the lowest compared entry with this formula, charge and spin, eV: 0.000
HOMO energy, eV: -11.106
Gap between HOMO and LUMO, eV: 8.514

Geometry as ORCA input:
```
! RIJCOSX wB97M-V def2-TZVPD def2/J DEFGRID3
* xyz 1 1
C 4.139 -3.315 4.937
C 3.331 -2.141 4.409
O 2.384 -2.676 3.490
C 1.456 -1.943 2.867
C 0.550 -2.681 2.090
Cl 0.732 -4.391 2.042
C -0.471 -2.085 1.374
C -0.614 -0.708 1.408
C -1.700 -0.027 0.627
N -1.157 0.797 -0.501
C -0.609 0.131 -1.758
C 0.809 -0.348 -1.453
C -1.479 -1.052 -2.147
C -0.523 1.243 -2.823
C -1.774 1.838 -3.521
C -1.280 3.101 -4.243
C -2.894 2.257 -2.559
C -2.350 0.892 -4.579
C 0.268 0.051 2.174
C 1.293 -0.536 2.904
O 2.170 0.177 3.661
C 1.982 1.563 3.828
H 4.881 -2.959 5.645
H 3.486 -4.026 5.433
H 4.644 -3.820 4.118
H 3.982 -1.422 3.901
H 2.811 -1.634 5.228
H -1.149 -2.709 0.815
H -2.249 0.660 1.277
H -2.400 -0.758 0.229
H -0.396 1.366 -0.117
H -1.901 1.427 -0.834
H 1.220 -0.847 -2.325
H 1.465 0.484 -1.207
H 0.818 -1.057 -0.631
H -1.212 -1.372 -3.149
H -2.537 -0.807 -2.142
H -1.304 -1.891 -1.480
H 0.026 2.075 -2.371
H 0.116 0.861 -3.620
H -2.090 3.560 -4.802
H -0.899 3.837 -3.538
H -0.486 2.856 -4.944
H -3.382 1.405 -2.085
H -2.544 2.978 -1.818
H -3.668 2.764 -3.132
H -3.052 1.434 -5.207
H -1.564 0.505 -5.220
H -2.885 0.055 -4.142
H 0.138 1.121 2.222
H 2.753 1.874 4.530
H 2.118 2.105 2.886
H 0.999 1.789 4.251
*
```


No. 5
This record from OMol25 describes a structure of composition C18H31HgN3NbO4S. The level of theory is the ωB97M-V functional and the def2-TZVPD basis.

## Properties
⟨S²⟩: 0.77
ΔE to the lowest compared entry with this formula, charge and spin, eV: 2.742
HOMO energy (spin up / spin down), eV: -13.831 / -13.784
Gap between HOMO and LUMO (spin up / spin down), eV: 4.529 / 3.317

Geometry as ORCA input:
```
! RIJCOSX wB97M-V def2-TZVPD def2/J DEFGRID3
* xyz 2 2
N -2.156 -1.371 -0.398
C -2.809 -2.093 2.295
O -3.043 -3.113 2.757
Hg -3.360 -3.195 -0.491
Nb -0.993 -0.109 -0.836
N -2.066 1.599 -0.505
N -0.376 -0.595 -2.746
C -3.147 1.946 0.422
C 0.441 -1.771 -3.095
C -4.328 1.040 0.108
C -3.580 3.405 0.306
C -2.752 1.724 1.884
C 0.114 -2.288 -4.490
C 1.921 -1.385 -3.040
C 0.181 -2.900 -2.095
H -4.691 1.265 -0.905
H -5.129 1.229 0.836
H -4.031 -0.016 0.152
H -2.767 4.095 0.550
H -4.384 3.592 1.030
H -3.966 3.639 -0.691
H -2.487 0.686 2.103
H -3.616 2.001 2.513
H -1.905 2.364 2.164
H -0.943 -2.557 -4.569
H 0.707 -3.188 -4.679
H 0.364 -1.565 -5.270
H 2.132 -0.615 -3.790
H 2.535 -2.273 -3.246
H 2.189 -0.992 -2.048
H 0.516 -2.657 -1.075
H 0.737 -3.784 -2.438
H -0.889 -3.145 -2.052
C -0.743 0.327 -3.812
H -1.628 0.904 -3.500
H 0.063 1.033 -4.084
H -1.044 -0.209 -4.725
C -1.432 2.640 -1.307
H -1.234 3.555 -0.729
H -0.456 2.285 -1.691
H -2.046 2.915 -2.184
C 5.907 -0.704 4.330
C 4.615 -0.398 3.625
C 3.579 0.246 4.311
C 2.377 0.525 3.678
C 2.199 0.155 2.339
C 3.222 -0.462 1.628
C 4.415 -0.745 2.285
S 0.622 0.459 1.623
O -0.352 -0.028 2.572
O 0.535 1.829 1.150
O 0.653 -0.490 0.378
H 6.416 0.200 4.688
H 5.753 -1.346 5.206
H 6.597 -1.231 3.670
H 3.712 0.525 5.354
H 1.570 1.019 4.216
H 3.082 -0.724 0.584
H 5.204 -1.255 1.735
*
```


No. 6
This record from OMol25 describes the molecule C18H31N3OS. The level of theory is the ωB97M-V functional and the def2-TZVPD basis.

## Properties
SMILES: CC(C)=CCN1CCN(Cc2nc(C(C)C)cs2)C[C@H]1CCO
ΔE to the lowest compared entry with this formula, charge and spin, eV: 1.083
HOMO energy, eV: -8.191
Gap between HOMO and LUMO, eV: 8.951

Geometry as ORCA input:
```
! RIJCOSX wB97M-V def2-TZVPD def2/J DEFGRID3
* xyz 0 1
C -5.014 -1.006 2.023
C -4.488 -0.730 0.644
C -4.686 -1.870 -0.310
C -3.920 0.433 0.349
C -3.348 0.886 -0.967
N -1.957 1.300 -0.948
C -1.651 2.420 -0.087
C -0.288 3.000 -0.457
N 0.704 1.950 -0.326
C 2.078 2.426 -0.463
C 3.008 1.424 0.128
N 3.349 0.320 -0.433
C 4.130 -0.454 0.366
C 4.593 -1.791 -0.127
C 5.473 -1.611 -1.365
C 3.375 -2.659 -0.449
C 4.399 0.095 1.582
S 3.644 1.628 1.743
C 0.406 0.891 -1.275
C -0.962 0.248 -1.010
C -0.930 -0.821 0.114
C -0.732 -0.381 1.567
O 0.512 0.201 1.840
H -4.920 -0.135 2.666
H -4.464 -1.831 2.476
H -6.064 -1.294 1.977
H -4.349 -2.800 0.147
H -5.747 -1.980 -0.536
H -4.153 -1.731 -1.245
H -3.858 1.182 1.129
H -3.442 0.111 -1.729
H -3.927 1.757 -1.306
H -2.421 3.182 -0.247
H -1.638 2.170 0.984
H -0.042 3.816 0.227
H -0.320 3.395 -1.486
H 2.342 2.599 -1.520
H 2.173 3.367 0.084
H 5.176 -2.267 0.668
H 5.795 -2.579 -1.743
H 6.355 -1.021 -1.123
H 4.914 -1.096 -2.141
H 2.794 -2.193 -1.241
H 3.689 -3.647 -0.776
H 2.742 -2.764 0.429
H 4.986 -0.310 2.381
H 1.190 0.136 -1.207
H 0.404 1.298 -2.301
H -1.203 -0.326 -1.919
H -0.126 -1.517 -0.141
H -1.871 -1.371 0.076
H -0.787 -1.272 2.202
H -1.553 0.285 1.871
H 0.633 0.939 1.208
*
```


No. 7
This record from OMol25 describes a structure of composition C18H32BClN5OSSi2Tl. The level of theory is the ωB97M-V functional and the def2-TZVPD basis.

## Properties
ΔE to the lowest compared entry with this formula, charge and spin, eV: 0.000
HOMO energy, eV: -1.784
Gap between HOMO and LUMO, eV: 6.105

Geometry as ORCA input:
```
! RIJCOSX wB97M-V def2-TZVPD def2/J DEFGRID3
* xyz -2 1
Tl 0.340 -0.156 -0.103
N -3.922 0.291 0.877
C -2.601 -0.038 1.130
S -1.880 -1.219 0.049
N -2.032 0.540 2.137
N -0.687 0.227 2.230
C -0.132 0.513 3.344
C 1.283 0.367 3.621
C 1.781 1.020 4.749
C 3.120 1.004 5.089
C 3.994 0.291 4.261
C 3.542 -0.381 3.153
C 2.160 -0.395 2.770
O 1.773 -1.055 1.757
H -4.136 0.213 -0.106
H -4.131 1.218 1.229
H -0.754 0.949 4.135
H 1.075 1.571 5.365
H 3.480 1.533 5.963
H 5.055 0.264 4.496
H 4.219 -0.940 2.518
Cl 1.081 -2.502 -1.127
B -3.643 3.561 -1.108
C -2.337 2.647 -0.991
N -1.431 1.935 -0.897
H -4.340 3.107 -2.000
H -3.313 4.706 -1.359
H -4.228 3.508 -0.038
C -1.183 0.055 -5.546
C -0.860 -0.044 -4.133
N -0.603 -0.116 -3.020
H -2.148 -0.411 -5.741
H -0.417 -0.448 -6.136
H -1.233 1.102 -5.842
C 3.227 3.739 0.781
Si 1.581 3.070 0.109
C 0.323 3.420 1.458
C 1.022 4.167 -1.323
C 1.936 1.284 -0.350
Si 3.189 1.020 -1.735
C 3.698 2.593 -2.674
C 4.747 0.378 -0.880
C 2.792 -0.153 -3.146
H 3.114 4.767 1.132
H 4.014 3.724 0.027
H 3.562 3.130 1.624
H 0.446 4.485 1.683
H 0.485 2.866 2.382
H -0.698 3.246 1.124
H 0.670 5.104 -0.884
H 0.176 3.719 -1.841
H 1.804 4.405 -2.047
H 2.539 0.932 0.499
H 4.158 3.355 -2.045
H 2.860 3.050 -3.201
H 4.431 2.284 -3.423
H 5.062 1.062 -0.089
H 5.574 0.254 -1.584
H 4.537 -0.588 -0.417
H 2.073 0.303 -3.829
H 2.397 -1.113 -2.823
H 3.729 -0.303 -3.694
*
```


No. 8
This record from OMol25 describes a structure of composition C18H32Br12N6O5P3. The level of theory is the ωB97M-V functional and the def2-TZVPD basis.

## Properties
HOMO energy, eV: -11.356
Gap between HOMO and LUMO, eV: 6.841

Geometry as ORCA input:
```
! RIJCOSX wB97M-V def2-TZVPD def2/J DEFGRID3
* xyz 1 1
C -0.262 -5.174 0.571
C 0.848 -4.066 0.825
N 0.203 -2.805 1.293
N 0.980 -1.665 1.053
P 2.739 -1.768 1.519
N 2.849 -2.440 2.958
C 0.440 -0.618 0.510
N 1.346 0.498 0.279
C 1.039 1.646 1.186
C 2.341 2.015 2.042
C 3.578 2.355 1.142
N 4.101 3.722 1.038
O 4.180 1.491 0.524
P 1.315 0.966 -1.408
O 2.312 2.029 -1.755
N -0.928 -0.513 0.096
C -1.900 -0.577 1.242
C -3.212 0.239 1.034
C -3.939 0.408 -0.218
C -5.202 1.165 -0.325
C -5.792 1.780 0.867
C -7.159 2.541 0.746
C -5.057 1.632 2.131
C -3.798 0.878 2.233
P -1.306 -1.599 -1.209
O -0.199 -2.537 -1.560
O -1.554 -0.649 -2.565
O -2.686 -2.440 -0.856
H -1.300 -4.752 0.673
H -0.127 -5.990 1.336
H -0.186 -5.658 -0.444
H 1.615 -4.473 1.535
H 1.337 -3.859 -0.173
H 0.159 -2.885 2.319
H 3.397 -2.578 0.554
H 3.341 -0.485 1.520
H 3.393 -3.299 2.783
H 0.772 2.593 0.634
H 0.239 1.450 1.943
H 2.602 1.175 2.743
H 2.137 2.920 2.683
H 4.016 4.008 0.046
H 5.120 3.619 1.159
H 1.696 -0.214 -2.139
H 0.026 1.355 -1.865
H -2.135 -1.632 1.552
H -1.376 -0.116 2.132
H -3.574 -0.056 -1.160
H -5.698 1.235 -1.322
H -7.216 3.356 1.509
H -7.985 1.813 1.007
H -7.362 2.870 -0.302
H -5.490 2.116 3.036
H -3.333 0.806 3.245
H -0.658 -0.511 -2.941
H -3.046 -2.704 -1.734
C 6.700 -0.043 2.811
Br 6.308 -0.285 4.689
Br 8.543 0.456 2.517
Br 6.204 -1.598 1.769
H 6.086 0.781 2.460
C -1.412 1.868 -5.973
Br -2.359 0.184 -5.888
Br -2.620 3.375 -5.954
Br -0.069 2.010 -4.583
H -0.888 1.890 -6.923
C 2.361 7.082 -0.029
Br 1.866 6.835 1.824
Br 4.215 7.597 -0.217
Br 1.940 5.525 -1.099
H 1.763 7.902 -0.412
C -0.799 -6.039 -3.850
Br -1.785 -7.696 -3.731
Br -1.976 -4.502 -3.845
Br 0.566 -5.919 -2.480
H -0.288 -6.040 -4.807
*
```


Here are the calculated max |F| numbers, same order: 1.0; 1.7; 3.7; 0.9; 3.1; 1.0; 0.6; 3.7 (eV/A).